The following is a quantum chemistry calculation of 2 unconnected molecules or ions with the total composition C7H18FNPS, from OMol25.

Total charge = +1
Energy above the lowest of the compared OMol25 structures with the same formula, charge and spin = 0.448 eV
Molecular weight = 198.3 u
HOMO level = -0.4664 Eh

```
29
Properties=species:S:1:pos:R:3:nbo_charge:R:1
F -1.4686 -1.9344 2.5963 -0.57
H -1.6430 0.3422 -1.3854 0.21
H 2.8563 3.0872 -0.6306 0.20
H -1.7953 -1.4012 -1.4398 0.21
H -1.5458 -3.0149 0.8522 -0.01
H -4.3365 -0.2272 0.6578 0.23
H -3.3126 -0.3819 -1.4279 0.23
H 4.3515 -0.7148 -1.0518 0.22
H -4.2672 -1.9251 0.5622 0.23
C -2.3553 -0.4598 -1.0149 -0.61
C -3.7725 -1.0832 1.0429 -0.63
H 4.1409 2.6081 0.4892 0.24
C 4.0306 -0.1667 -0.2330 -0.67
C 3.3307 1.0222 -0.6638 0.16
C 3.4331 2.3369 -0.2780 -0.35
C -2.1231 0.8390 0.9982 -0.62
H 4.9196 0.1363 0.4516 0.28
P -0.9876 -1.7032 1.0592 1.39
H -1.3236 1.2404 0.4628 0.20
H 2.7508 0.0034 -2.3058 0.45
H -1.7745 0.9668 2.0225 0.23
S 0.8268 -1.0987 0.7079 -0.63
H 1.5963 0.2351 -1.1347 0.47
H 3.3166 -0.7129 0.2831 0.25
C -2.4332 -0.5682 0.5047 -0.31
N 2.2863 0.7493 -1.6941 -0.75
H -3.7198 -1.2724 2.1311 0.25
H -2.8994 1.4552 0.6522 0.23
H 1.9185 1.6425 -2.2142 0.47
```